Entry 1:
Here is a 2-piece molecular cluster, C2H2N2O overall in a non-equilibrium geometry from the OMol25 dataset. Energies are from wB97M-V/def2-TZVPD.

Element x y z (Å)
C  2.011  0.012  0.004
C  -1.183  0.472  -0.218
N  2.408  0.575  -0.949
N  -1.750  -0.361  0.329
O  -2.250  -1.059  1.148
H  1.627  -0.609  0.710
H  -0.862  0.970  -1.024

Cartesian forces, eV/Å:
C 2.030 2.758 -4.965
C -0.356 -0.624 0.697
N -1.199 -1.529 3.104
N -0.062 0.181 1.467
O -0.673 -1.148 0.221
H -0.821 -1.247 1.884
H 1.081 1.609 -2.408

Its multiplicity is 1. The orbital gap is 11.2 eV. Its energy is -262.0150 Eh. Its largest force on an atom is 0.1173 hartree/bohr. Its SMILES is C#[N+][O-].C#N.

Calculated atomic charges, method Löwdin, unit e: atom 1 (C): -0.07, atom 2 (C): 0.14, atom 3 (N): 0.06, atom 4 (N): -0.22, atom 5 (O): 0.03, atom 6 (H): 0.02, atom 7 (H): 0.04

=====

Entry 2:
Here is a 5-piece molecular cluster, C20H54F6N11O10P3S2 overall in a non-equilibrium geometry from the OMol25 dataset. Energies are from wB97M-V/def2-TZVPD.

Element x y z (Å)
N  1.047  -0.650  0.127
O  1.883  0.143  0.676
O  0.306  -0.279  -0.824
O  1.160  -1.873  0.428
C  1.775  -6.061  -2.100
F  3.054  -6.343  -2.359
F  1.396  -5.153  -2.986
F  1.057  -7.169  -2.157
S  1.684  -5.338  -0.322
O  1.901  -6.491  0.529
O  2.753  -4.374  -0.185
N  0.124  -4.605  -0.361
S  -0.451  -4.970  1.049
O  -1.141  -6.246  1.101
O  0.496  -4.661  2.109
C  -1.849  -3.767  1.270
F  -2.117  -3.657  2.584
F  -1.560  -2.549  0.850
F  -2.920  -4.187  0.603
O  0.031  -0.249  -4.152
P  0.854  0.840  -4.703
N  2.256  0.334  -5.465
C  3.601  0.567  -4.930
C  2.157  -0.784  -6.393
N  1.293  2.028  -3.616
C  1.701  3.356  -4.095
C  1.915  1.574  -2.363
N  0.082  1.693  -5.955
C  -1.339  1.999  -5.877
C  0.790  2.299  -7.062
H  3.786  1.605  -4.659
H  4.300  0.455  -5.765
H  3.857  -0.145  -4.146
H  1.566  -1.584  -5.937
H  3.152  -1.127  -6.665
H  1.623  -0.465  -7.296
H  2.668  3.272  -4.601
H  0.928  3.767  -4.739
H  1.777  3.978  -3.204
H  1.177  1.431  -1.571
H  2.502  0.664  -2.473
H  2.565  2.361  -1.967
H  -1.897  1.397  -6.607
H  -1.673  1.660  -4.896
H  -1.593  3.036  -6.111
H  0.902  1.591  -7.889
H  1.752  2.732  -6.777
H  0.283  3.196  -7.438
O  -2.770  -0.317  -1.149
P  -3.390  0.834  -0.471
N  -5.030  0.900  -0.688
C  -5.535  0.637  -2.032
C  -5.914  1.750  0.117
N  -2.778  2.346  -0.934
C  -1.818  2.432  -2.013
C  -3.110  3.611  -0.323
N  -3.262  0.871  1.201
C  -2.012  1.332  1.779
C  -3.867  -0.193  1.995
H  -5.212  -0.378  -2.270
H  -5.118  1.274  -2.822
H  -6.618  0.745  -2.065
H  -6.190  2.688  -0.371
H  -5.421  2.043  1.043
H  -6.775  1.136  0.386
H  -1.764  1.492  -2.566
H  -2.091  3.216  -2.729
H  -0.815  2.564  -1.588
H  -2.174  4.100  -0.023
H  -3.638  4.271  -1.022
H  -3.715  3.500  0.576
H  -1.235  0.563  1.835
H  -1.507  2.118  1.209
H  -2.164  1.801  2.757
H  -3.366  -1.144  1.800
H  -4.918  -0.285  1.717
H  -3.784  0.009  3.063
O  3.013  -1.224  3.397
P  2.414  -0.575  4.568
N  2.674  1.071  4.875
C  2.183  2.007  3.877
C  3.898  1.480  5.544
N  2.861  -1.229  6.102
C  2.112  -0.834  7.291
C  3.406  -2.562  6.222
N  0.723  -0.676  4.546
C  -0.175  0.264  5.191
C  0.036  -1.593  3.602
H  1.226  1.675  3.477
H  2.870  2.022  3.024
H  2.062  3.003  4.308
H  4.147  0.804  6.357
H  3.768  2.443  6.058
H  4.670  1.666  4.790
H  1.120  -1.305  7.276
H  2.606  -1.188  8.198
H  1.974  0.246  7.337
H  4.058  -2.722  5.360
H  3.963  -2.696  7.152
H  2.630  -3.339  6.183
H  -1.159  -0.184  5.347
H  0.192  0.541  6.178
H  -0.369  1.151  4.574
H  0.497  -2.575  3.566
H  -0.015  -1.139  2.611
H  -1.011  -1.698  3.897

Cartesian forces, eV/Å:
N 2.156 -1.990 -0.583
O -1.264 0.711 -0.241
O -0.049 0.056 1.410
O -1.028 1.736 -0.268
C 0.175 1.494 1.946
F 0.231 -0.447 -0.080
F -0.494 -0.265 -0.442
F -0.218 -0.167 -0.596
S 0.421 1.549 0.271
O -0.915 -0.325 -0.772
O -0.901 -0.311 -1.109
N 2.603 -1.899 -0.449
S 0.197 -0.466 1.400
O -0.066 0.387 0.283
O -1.106 -0.144 -0.031
C 1.003 0.552 -0.545
F -0.471 -0.446 0.040
F 0.009 0.151 -0.159
F -0.551 -0.119 0.241
O 0.096 0.549 -0.353
P -0.333 0.439 -0.106
N 0.681 0.563 0.045
C -0.156 0.055 -0.889
C -0.820 0.137 0.250
N 0.076 -0.166 -0.556
C -0.356 -1.060 0.616
C -0.096 0.680 0.751
N 0.173 0.521 0.079
C 0.112 -1.264 -0.117
C 0.141 0.290 0.034
H -0.389 -0.114 0.608
H 0.042 -0.369 0.024
H 0.180 0.191 0.205
H 0.247 -0.191 -0.127
H -0.019 -0.103 0.006
H 0.120 -0.111 -0.072
H 0.047 0.577 -0.124
H 0.131 0.063 -0.189
H 0.170 0.208 -0.144
H 0.031 -0.480 -0.270
H -0.124 -0.092 0.090
H 0.255 -0.031 -0.345
H -0.039 -0.023 -0.027
H -0.291 0.379 0.004
H 0.278 0.216 0.430
H 0.226 0.173 -0.155
H 0.221 -0.588 0.038
H -0.503 -0.257 0.023
O -0.685 0.789 -0.309
P 1.145 0.230 0.410
N -1.308 0.681 0.233
C 0.688 -0.623 0.065
C 0.716 -0.435 0.113
N -0.611 -0.925 -0.067
C 0.479 -0.587 0.061
C 0.321 -0.216 0.020
N 0.061 0.818 0.253
C 1.023 0.493 -0.152
C -0.045 -0.357 -0.634
H -0.350 -0.031 -0.287
H 0.079 0.298 0.196
H -0.045 -0.203 0.143
H -0.246 -0.092 -0.273
H 0.090 -0.196 0.024
H -0.386 0.349 -0.064
H -0.056 -0.073 0.212
H 0.109 0.178 0.165
H 0.051 0.365 -0.328
H -0.070 0.211 0.022
H -0.007 0.054 -0.018
H -0.031 -0.172 -0.031
H -0.237 -0.252 0.214
H -0.427 -0.121 -0.375
H -0.238 -0.376 0.180
H -0.054 -0.102 0.067
H -0.002 -0.111 0.126
H -0.017 0.270 -0.034
O 0.424 0.009 0.934
P -1.540 -0.209 0.785
N -0.318 -0.662 0.764
C 0.303 -0.380 -0.484
C -0.441 0.831 -0.190
N 0.430 0.722 0.185
C -0.390 -0.307 -0.665
C -0.121 -0.257 -1.022
N -0.123 -0.142 0.006
C 0.141 -0.044 0.002
C 0.085 0.675 -0.214
H 0.079 -0.034 0.000
H -0.065 0.316 -0.043
H 0.075 0.014 0.062
H 0.387 -0.402 -0.472
H -0.355 0.112 -0.222
H 0.471 -0.408 0.309
H -0.134 0.078 0.125
H 0.262 0.100 -0.046
H 0.090 0.013 0.025
H 0.045 -0.184 0.146
H 0.080 0.218 -0.005
H -0.008 0.002 0.067
H 0.102 -0.282 -0.016
H 0.011 0.359 -0.156
H 0.080 0.180 0.187
H 0.127 0.070 -0.252
H 0.392 -0.374 -0.193
H 0.128 -0.125 0.404

Its multiplicity is 1. The orbital gap is 5.7 eV. Its energy is -4568.8034 Eh. Its largest force on an atom is 0.0633 hartree/bohr. Its charge is -2.

Atom charges from the Löwdin analysis, given in e for atoms 1 to 8: atom 1 (N): -0.57, atom 2 (O): -0.11, atom 3 (O): -0.09, atom 4 (O): -0.05, atom 5 (C): -0.69, atom 6 (F): 0.11, atom 7 (F): 0.13, atom 8 (F): 0.13

=====

Entry 3:
Here is C3H2N2O2 in the gas phase in a non-equilibrium geometry from the OMol25 dataset. Energies are from wB97M-V/def2-TZVPD.

Element x y z (Å)
N  -1.766  -1.045  -0.045
C  -0.780  -0.274  0.067
O  0.512  -0.745  0.188
C  1.600  0.034  -0.115
O  1.568  1.136  -0.568
C  -0.987  1.162  0.164
N  -1.184  2.295  0.269
H  -1.462  -2.020  -0.078
H  2.501  -0.544  0.118

Cartesian forces, eV/Å:
N 0.414 0.230 0.018
C -0.362 -0.148 -0.041
O -0.017 0.005 0.011
C 0.128 0.509 -0.214
O 0.014 -0.640 0.154
C -0.179 1.070 0.115
N 0.089 -1.130 -0.058
H -0.019 0.074 -0.006
H -0.067 0.031 0.020

Its multiplicity is 1. The orbital gap is 11.3 eV. Its energy is -375.4756 Eh. Its largest force on an atom is 0.0221 hartree/bohr. Its SMILES is [H]/N=C(/C#N)OC=O.

Atom charges from the Löwdin analysis, given in e for atoms 1 to 8: atom 1 (N): 0.21, atom 2 (C): -0.40, atom 3 (O): 0.05, atom 4 (C): -0.28, atom 5 (O): 0.12, atom 6 (C): -0.13, atom 7 (N): 0.20, atom 8 (H): 0.09

=====

Entry 4:
Here is C5H7N3 as an isolated structure in a non-equilibrium geometry from the OMol25 dataset. Energies are from wB97M-V/def2-TZVPD.

Element x y z (Å)
C  -1.515  1.328  -1.255
C  -0.681  2.366  -0.795
C  0.459  -1.936  0.162
C  0.487  -1.180  1.493
C  0.948  -0.536  0.339
N  -0.885  0.168  -0.891
N  0.367  1.855  -0.204
N  0.181  0.536  -0.309
H  -2.587  1.401  -1.498
H  -0.668  3.503  -1.036
H  1.304  -2.594  -0.203
H  -0.540  -2.332  -0.128
H  -0.463  -0.837  1.888
H  1.237  -1.389  2.236
H  2.355  -0.355  0.201

Cartesian forces, eV/Å:
C 0.161 -0.449 1.210
C -0.520 2.319 -1.458
C 0.883 -1.363 -0.118
C -0.009 -1.318 2.281
C 4.476 2.654 -3.893
N -3.304 1.042 -1.482
N 1.386 -0.890 0.544
N 1.589 0.008 1.136
H 0.980 -0.401 -0.473
H -0.408 -2.296 0.778
H -1.144 0.498 1.138
H 0.925 1.188 -0.227
H -0.084 -0.294 -0.100
H -0.069 -0.199 0.320
H -4.862 -0.499 0.345

Its multiplicity is 1. The orbital gap is 10.5 eV. Its energy is -358.8550 Eh. Its largest force on an atom is 0.1264 hartree/bohr.

Atom charges from the Löwdin analysis, given in e for atoms 1 to 8: atom 1 (C): -0.11, atom 2 (C): -0.19, atom 3 (C): -0.11, atom 4 (C): -0.14, atom 5 (C): -0.31, atom 6 (N): 0.08, atom 7 (N): 0.08, atom 8 (N): -0.20

=====

> The highest largest force on an atom belongs to which entry?

C5H7N3

=====

> Which of these has the highest energy?

C2H2N2O